Record 1
The ion C5H11ClNO with charge +1. Source: the Open Molecules 2025 dataset; level of theory: ωB97M-V with the def2-TZVPD basis set.

Its spin multiplicity is 1. For the total energy, the calculation gives -21416.9297 eV. As for the total charge: +1. The strongest force on any atom is 0.9 eV Å⁻¹. Its energy relative to the best compared isomer or geometry (same formula, charge and spin) is 0.000 eV.

Last column: natural (NBO) charge in e.
Element x y z (Å)
C1 1.57 -0.80 -0.91  0.507
C2 0.21 -1.63 0.98  -0.634
C3 -0.45 1.43 -1.19  -0.423
C4 -1.06 0.95 1.10  -0.423
C5 0.18 -0.74 -0.26  -0.150
N1 -0.07 0.70 0.04  -0.352
O1 2.36 0.09 -0.78  -0.501
Cl1 1.89 -2.25 -1.77  0.070
H1 0.93 -1.27 1.71  0.233
H2 0.51 -2.63 0.68  0.267
H3 -0.77 -1.71 1.44  0.242
H4 -1.42 1.09 -1.54  0.233
H5 -0.50 2.50 -0.99  0.245
H6 0.30 1.27 -1.97  0.246
H7 -2.01 0.48 0.84  0.234
H8 -0.72 0.56 2.05  0.244
H9 -1.22 2.02 1.21  0.245
H10 -0.58 -1.10 -0.96  0.256
H11 0.85 1.07 0.33  0.460

***

Record 2
A cluster of 2 separate species, C5H11ClO in total in a non-equilibrium geometry. Source: the Open Molecules 2025 dataset; level of theory: ωB97M-V with the def2-TZVPD basis set.

Its spin multiplicity is 1. For the total energy, the calculation gives -19930.0064 eV. As for the total charge: 0. The strongest force on any atom is 1.4 eV Å⁻¹. Its energy relative to the best compared isomer or geometry (same formula, charge and spin) is 3.053 eV.

Last column: natural (NBO) charge in e.
Element x y z (Å)
C1 2.75 -0.88 -0.39  -0.604
C2 -2.58 1.29 0.59  -0.697
C3 1.38 -0.19 -0.24  -0.478
C4 -2.11 0.01 0.03  0.201
C5 0.58 -0.66 0.93  -0.228
O1 -2.56 -1.12 0.56  -0.688
Cl1 0.10 -2.33 0.88  -0.047
H1 3.27 -0.49 -1.26  0.210
H2 3.37 -0.71 0.49  0.203
H3 2.62 -1.95 -0.52  0.209
H4 -2.99 1.94 -0.19  0.218
H5 -3.35 1.10 1.34  0.229
H6 -1.76 1.84 1.07  0.229
H7 0.83 -0.36 -1.16  0.203
H8 1.53 0.89 -0.12  0.216
H9 -1.56 -0.02 -0.89  0.150
H10 0.91 -0.38 1.92  0.185
H11 -1.89 -1.84 0.50  0.488

***

Record 3
The ion C5H11FN with charge +1 in a non-equilibrium geometry. Source: the Open Molecules 2025 dataset; level of theory: ωB97M-V with the def2-TZVPD basis set.

Its spin multiplicity is 1. For the total energy, the calculation gives -9561.1836 eV. As for the total charge: +1. The strongest force on any atom is 3.7 eV Å⁻¹. Its energy relative to the best compared isomer or geometry (same formula, charge and spin) is 3.504 eV.

Last column: natural (NBO) charge in e.
Element x y z (Å)
C1 0.20 1.64 0.46  -0.437
C2 -1.25 1.18 0.25  -0.438
C3 1.08 0.69 -0.32  -0.190
C4 -1.05 -0.34 0.46  -0.252
C5 0.70 -1.93 -0.35  -0.475
N1 0.13 -0.54 -0.43  0.176
F1 -0.43 -0.44 -1.66  -0.188
H1 0.51 2.67 0.23  0.270
H2 0.54 1.48 1.60  0.228
H3 -1.95 1.60 1.08  0.269
H4 -1.65 1.38 -0.76  0.249
H5 1.26 0.85 -1.36  0.240
H6 1.97 0.46 0.11  0.231
H7 -0.81 -0.61 1.60  0.257
H8 -1.88 -1.00 0.22  0.264
H9 -0.15 -2.61 -0.56  0.251
H10 1.48 -2.27 -1.13  0.273
H11 1.31 -2.20 0.55  0.270

***

Record 4
A cluster of 2 separate species, C5H11FN2O5S in total in a non-equilibrium geometry. Source: the Open Molecules 2025 dataset; level of theory: ωB97M-V with the def2-TZVPD basis set.

Its spin multiplicity is 1. For the total energy, the calculation gives -32133.3852 eV. As for the total charge: 0. The strongest force on any atom is 2.7 eV Å⁻¹.

Last column: natural (NBO) charge in e.
Element x y z (Å)
O1 0.30 1.54 2.61  -0.518
C1 0.82 0.55 2.31  0.794
O2 0.90 -0.49 3.22  -0.694
C2 1.50 0.28 0.95  -0.369
N1 2.53 1.31 0.62  -0.823
S1 3.95 1.01 1.44  2.494
O3 3.77 0.92 2.84  -0.893
O4 4.58 -0.14 0.88  -0.919
F1 4.82 2.32 1.17  -0.461
H1 0.61 -1.27 2.71  0.482
H2 0.69 0.37 0.18  0.278
H3 1.90 -0.75 0.86  0.213
H4 2.73 1.20 -0.38  0.403
C3 -2.45 0.70 -0.76  -0.727
C4 -1.70 -0.62 -0.79  0.690
O5 -0.84 -0.90 0.04  -0.675
N2 -2.02 -1.49 -1.78  -0.604
C5 -3.00 -1.34 -2.83  -0.413
H5 -2.09 1.29 0.08  0.254
H6 -2.27 1.25 -1.68  0.230
H7 -3.51 0.52 -0.63  0.234
H8 -1.48 -2.35 -1.74  0.404
H9 -3.73 -2.14 -2.75  0.203
H10 -2.49 -1.41 -3.80  0.202
H11 -3.51 -0.38 -2.77  0.215

***

Record 5
The ion C5H11FNO7P4 with charge +1 in a non-equilibrium geometry. Source: the Open Molecules 2025 dataset; level of theory: ωB97M-V with the def2-TZVPD basis set.

Its spin multiplicity is 1. For the total energy, the calculation gives -61052.0322 eV. As for the total charge: +1. The strongest force on any atom is 2.0 eV Å⁻¹.

Last column: natural (NBO) charge in e.
Element x y z (Å)
C1 2.72 1.70 0.16  -0.363
C2 1.88 1.46 1.20  -0.224
C3 0.87 0.34 1.27  -0.759
P1 0.05 -0.03 -0.32  0.567
P2 -1.12 -1.88 -0.14  -0.079
P3 -3.20 -1.43 0.43  2.135
O1 -3.97 -2.46 -0.25  -1.041
O2 -3.38 -1.52 2.00  -0.949
O3 -3.62 0.04 -0.04  -1.008
C4 1.32 -0.40 -1.70  0.492
O4 1.73 0.49 -2.37  -0.386
N1 1.72 -1.78 -1.84  -0.711
C5 2.35 -2.29 -0.70  0.955
O5 1.94 -3.15 0.00  -0.526
F1 3.50 -1.68 -0.47  -0.298
P4 -1.23 1.70 -1.11  1.306
O6 -0.13 2.77 -1.58  -0.956
O7 -1.75 2.26 0.32  -0.993
H1 3.44 0.96 -0.17  0.219
H2 2.73 2.63 -0.40  0.223
H3 1.94 2.09 2.09  0.239
H4 1.24 -0.60 1.72  0.272
H5 0.06 0.67 1.94  0.277
H6 -0.54 -2.44 1.01  0.081
H7 -2.86 -0.88 2.51  0.515
H8 -4.04 -0.06 -0.91  0.539
H9 0.89 -2.34 -2.02  0.426
H10 0.14 3.34 -0.84  0.515
H11 -2.68 2.49 0.24  0.532

***

Record 6
The ion C5H11FNS with charge +1. Source: the Open Molecules 2025 dataset; level of theory: ωB97M-V with the def2-TZVPD basis set.

Its spin multiplicity is 1. For the total energy, the calculation gives -20399.8829 eV. As for the total charge: +1. The strongest force on any atom is 0.5 eV Å⁻¹.

Last column: natural (NBO) charge in e.
Element x y z (Å)
F1 1.36 0.05 1.83  -0.354
C1 1.30 0.48 0.52  0.192
C2 1.22 -0.75 -0.37  -0.469
C3 -0.07 -1.53 -0.11  -0.228
N1 -1.25 -0.62 -0.32  -0.495
C4 -1.19 0.53 0.63  -0.242
C5 0.06 1.36 0.37  -0.400
S1 0.08 2.29 -1.19  0.061
H1 2.18 1.07 0.27  0.212
H2 2.04 -1.43 -0.16  0.268
H3 1.30 -0.46 -1.42  0.234
H4 -0.10 -1.84 0.93  0.238
H5 -0.14 -2.40 -0.76  0.244
H6 -2.12 -1.14 -0.22  0.446
H7 -1.24 -0.28 -1.28  0.428
H8 -2.11 1.11 0.59  0.253
H9 -1.11 0.09 1.63  0.245
H10 0.07 2.14 1.12  0.280
H11 -0.27 1.35 -2.07  0.087

***

Record 7
A cluster of 2 separate species, C5H11FO in total in a non-equilibrium geometry. Source: the Open Molecules 2025 dataset; level of theory: ωB97M-V with the def2-TZVPD basis set.

Its spin multiplicity is 1. For the total energy, the calculation gives -10124.7895 eV. As for the total charge: 0. The strongest force on any atom is 5.4 eV Å⁻¹. Its energy relative to the best compared isomer or geometry (same formula, charge and spin) is 2.867 eV.

Last column: natural (NBO) charge in e.
Element x y z (Å)
C1 -0.44 -1.63 -1.53  -0.647
C2 1.47 0.55 0.78  -0.741
C3 -0.63 1.90 1.60  -0.681
C4 -0.77 -1.64 0.01  -0.071
C5 0.24 0.71 1.59  0.741
O1 -1.24 -0.43 0.54  -0.693
F1 0.29 0.09 2.77  -0.316
H1 0.47 -0.92 -1.72  0.181
H2 -0.13 -2.62 -1.89  0.200
H3 -1.16 -1.39 -2.32  0.213
H4 2.25 0.96 1.40  0.243
H5 2.04 -0.46 0.57  0.266
H6 1.60 1.13 -0.12  0.251
H7 -0.65 2.40 0.75  0.229
H8 -0.20 2.56 2.36  0.222
H9 -1.66 1.59 1.96  0.272
H10 0.10 -1.86 0.58  0.154
H11 -1.61 -2.27 0.10  0.173

***

Record 8
The molecule C5H11ISi in a non-equilibrium geometry. Source: the Open Molecules 2025 dataset; level of theory: ωB97M-V with the def2-TZVPD basis set.

Its spin multiplicity is 1. For the total energy, the calculation gives -21340.2850 eV. As for the total charge: 0. The strongest force on any atom is 3.4 eV Å⁻¹. Its energy relative to the best compared isomer or geometry (same formula, charge and spin) is 1.025 eV.

Last column: natural (NBO) charge in e.
Element x y z (Å)
C1 0.21 -1.63 0.45  -0.517
C2 0.78 -2.37 -0.48  -0.348
C3 1.36 1.05 -0.91  -1.123
C4 -0.25 1.19 1.87  -1.139
C5 -1.73 0.53 -0.92  -1.106
Si1 -0.13 0.48 0.13  1.568
I1 0.98 -4.49 -0.41  0.078
H1 -0.14 -2.11 1.31  0.196
H2 0.96 -1.88 -1.35  0.180
H3 2.12 0.15 -1.08  0.258
H4 1.11 1.32 -1.89  0.237
H5 1.79 1.99 -0.41  0.248
H6 0.73 1.33 2.54  0.253
H7 -0.63 2.16 1.96  0.239
H8 -0.84 0.70 2.62  0.254
H9 -1.56 0.15 -1.88  0.237
H10 -2.61 -0.12 -0.51  0.249
H11 -2.18 1.55 -1.04  0.239

***

- Which value of spin multiplicity does entry 5 give?
  1